Molecular formula: C8H20F2LiN2O11S2
Method: DFT, the ωB97M-V functional and the def2-TZVPD basis

The value obtained for the energy relative to the best compared isomer or geometry (same formula, charge and spin) is 249.0 kJ/mol. The LUMO energy comes out at 2.4 eV. For the HOMO-LUMO gap, the calculation gives 7.84 eV.

Structure (ORCA input):
```
! wB97M-V def2-TZVPD RIJCOSX def2/J DEFGRID3
* xyz -1 1
Li 1.2432 0.5159 -0.0694
N 0.5868 0.7901 -1.2166
S 0.4925 0.6727 -2.6754
O 0.9106 1.7728 -3.5862
O -0.4053 -0.3857 -3.1714
F 1.8599 -0.1641 -2.8037
S -0.4565 2.1209 -1.1399
O -1.7835 2.1131 -1.7346
O 0.2985 3.3559 -0.9999
F -0.9384 1.7536 0.4039
N 2.9963 2.1125 0.2048
O 2.6113 1.0027 0.1021
O 4.1779 2.3447 0.1110
O 2.1808 2.9413 0.2358
C 0.6076 2.2715 2.4366
O 0.7426 0.9788 1.8750
C 1.7244 0.0903 2.4612
C 1.8579 -1.3234 1.8576
O 2.1061 -1.1234 0.4560
C 2.5013 -2.2524 -0.1692
H 0.4674 2.4552 3.5018
H -0.0927 2.8679 1.8517
H 1.5260 2.8220 2.2324
H 1.3239 0.0766 3.4748
H 2.7288 0.5136 2.4502
H 0.9119 -1.8143 2.0858
H 2.6321 -1.8870 2.3781
H 1.7390 -3.0314 -0.1577
H 3.4656 -2.6031 0.1984
H 2.4851 -2.0547 -1.2410
C -0.4544 -1.1924 -0.6178
O -1.0106 -2.5409 -0.7424
C -2.3796 -2.6762 -0.2567
C -3.4411 -1.6030 -0.6746
O -3.1706 -0.3079 -0.0387
C -3.9009 0.7103 -0.6899
H -1.0095 -0.4730 -1.2198
H 0.5638 -1.2967 -0.9927
H -0.3774 -0.8174 0.4028
H -2.4070 -2.7230 0.8320
H -2.8059 -3.5751 -0.7018
H -4.4966 -1.7877 -0.4748
H -3.4272 -1.6090 -1.7645
H -3.6908 1.5385 -0.0131
H -4.9713 0.5054 -0.7094
H -3.5223 0.9157 -1.6911
*
```